A 12-piece molecular cluster, C38H107N7O12 overall at a distorted geometry, computed with ωB97M-V with the def2-TZVPD basis set.

* HOMO energy: -0.315 Eh
* LUMO: 0.0127 Ha
* HOMO-LUMO gap: 8.914 eV
* maximum force: 0.052 hartree/bohr
* structure (SMILES): COC[C@H](C)N.COC[C@H](C)N.COC[C@H](C)N.COC[C@H](C)N.COC[C@H](C)N.COC[C@H](C)N.COC[C@H](C)N.CCO.CCO.CCO.CCO.CCO
* energy above the lowest of the compared OMol25 structures with the same formula, charge and spin: 299.3 kJ/mol

```
! RIJCOSX wB97M-V def2-TZVPD def2/J DEFGRID3
* xyz 0 1
C 17.5799 -10.9498 5.5768
O 18.4314 -9.8735 5.9189
C 17.9291 -9.0701 6.9584
C 19.0524 -8.3385 7.6509
C 19.8869 -9.3728 8.4513
N 18.4544 -7.3332 8.5850
H 17.3727 -11.6060 6.4274
H 18.2214 -11.5311 4.9082
H 16.6975 -10.6200 5.0258
H 17.1709 -8.4071 6.5292
H 17.4308 -9.6853 7.7205
H 19.7282 -7.7893 6.9987
H 20.5856 -9.8007 7.7252
H 19.2628 -10.1179 8.9440
H 20.5049 -8.9145 9.2246
H 19.1350 -6.5795 8.6155
H 18.4198 -7.6562 9.5413
C 13.6728 -9.7933 6.1133
O 12.3855 -9.2479 5.9463
C 12.3173 -8.0914 5.1492
C 12.9695 -6.8536 5.7765
C 12.3568 -6.5087 7.1304
N 13.0990 -5.7599 4.7810
H 14.1334 -9.9636 5.1241
H 13.6642 -10.7742 6.5954
H 14.3055 -9.1609 6.7569
H 12.7196 -8.2789 4.1416
H 11.2604 -7.8706 4.9476
H 14.0002 -7.1807 5.9816
H 11.2631 -6.4723 7.1365
H 12.6352 -5.4907 7.4356
H 12.7677 -7.1800 7.8850
H 13.8569 -5.1698 5.1209
H 12.2754 -5.1599 4.8799
C 14.9522 -13.0236 5.0402
O 15.1670 -12.4210 3.7645
C 14.5643 -13.0907 2.6904
C 15.2399 -14.4134 2.3844
C 16.7503 -14.3174 2.2364
N 14.6110 -15.0368 1.2035
H 13.8659 -13.1420 5.1607
H 15.3057 -12.3474 5.8176
H 15.5019 -13.9721 5.1166
H 13.4674 -13.1082 2.6722
H 14.7088 -12.4677 1.7941
H 15.1064 -15.1170 3.2141
H 17.0895 -13.7928 1.3300
H 17.3278 -15.2414 2.1701
H 17.1257 -13.7221 3.0784
H 14.5689 -16.0522 1.2725
H 15.2073 -14.9760 0.3784
C 16.3284 -17.0386 9.4759
O 15.9114 -17.6351 8.2877
C 16.9226 -18.1707 7.4311
C 16.2956 -18.8187 6.2308
C 15.3120 -17.8966 5.4975
N 15.6514 -20.0829 6.7058
H 17.0817 -17.6574 9.9721
H 15.4419 -17.0029 10.1052
H 16.6985 -16.0252 9.2999
H 17.5867 -17.3254 7.2193
H 17.4600 -18.8966 8.0587
H 17.1268 -19.2110 5.6322
H 14.9985 -18.3412 4.5549
H 15.8246 -16.9445 5.3612
H 14.4549 -17.8141 6.1637
H 15.0054 -20.4283 6.0030
H 15.0805 -19.7831 7.5016
C 20.0236 -10.0172 15.6478
O 19.0405 -9.4987 14.7764
C 19.4826 -8.3580 14.0820
C 18.4928 -8.0936 12.9410
C 18.5987 -9.0353 11.7655
N 18.6896 -6.7221 12.3932
H 20.9916 -10.1281 15.1502
H 19.7437 -11.0250 15.9578
H 20.0657 -9.3940 16.5462
H 19.5438 -7.4813 14.7386
H 20.4783 -8.5222 13.6389
H 17.5079 -8.0874 13.4226
H 17.8637 -8.8155 10.9942
H 18.4775 -10.0496 12.1571
H 19.5531 -8.9586 11.2395
H 18.4787 -5.9559 13.0328
H 19.7101 -6.5992 12.3241
C 13.2353 -16.2487 11.6653
O 13.8299 -17.1322 12.6090
C 12.8514 -17.7353 13.3992
C 13.4594 -18.6359 14.4595
C 14.7125 -19.3475 13.9421
N 12.5480 -19.7447 14.8302
H 12.6198 -16.8105 10.9616
H 13.9298 -15.5219 11.2494
H 12.6186 -15.5829 12.2938
H 12.1205 -17.0160 13.8076
H 12.1696 -18.3528 12.7840
H 13.7173 -18.1152 15.3806
H 14.6362 -19.6222 12.8876
H 15.1109 -20.1395 14.5659
H 15.5345 -18.6142 13.8970
H 12.3127 -20.3443 14.0385
H 11.6142 -19.3552 15.0216
C 11.1341 -18.8637 8.2389
O 11.4988 -17.5448 8.6295
C 11.5019 -16.6569 7.5286
C 12.2560 -15.4140 7.9083
C 11.9278 -14.2122 7.0102
N 13.7005 -15.6383 7.8667
H 12.0414 -19.3560 7.8800
H 10.3176 -18.8335 7.5154
H 10.7890 -19.3975 9.1234
H 11.8959 -17.1031 6.6087
H 10.4608 -16.3504 7.3150
H 11.9938 -15.0520 8.9155
H 12.1639 -14.4945 5.9781
H 12.4255 -13.2737 7.2334
H 10.8430 -14.0850 7.0813
H 14.0187 -16.0872 8.7078
H 14.3137 -14.8835 7.6185
C 18.4146 -14.6461 7.0493
C 18.8326 -15.4356 5.8167
O 20.1318 -16.0108 6.0592
H 17.3364 -14.4659 7.1470
H 18.7847 -13.6159 7.0359
H 18.7524 -15.1457 7.9569
H 18.9615 -14.7292 4.9911
H 18.2427 -16.3080 5.5642
H 20.7203 -15.3325 6.4047
C 16.5210 -11.5446 9.9381
C 15.3915 -12.0076 9.0109
O 15.4017 -13.4322 8.9925
H 16.4569 -11.9160 10.9564
H 16.5416 -10.4508 9.9079
H 17.4349 -11.8988 9.4582
H 15.7137 -11.7047 8.0142
H 14.4220 -11.5882 9.2753
H 14.9146 -13.7510 9.7630
C 14.5670 -7.8169 11.8683
C 14.1553 -7.8341 10.3951
O 12.9117 -8.4820 10.1958
H 15.3718 -7.1181 12.1185
H 14.8903 -8.8298 12.1153
H 13.7798 -7.4897 12.5533
H 14.9445 -8.3329 9.8323
H 14.1181 -6.8042 10.0151
H 12.1848 -7.9180 10.4681
C 12.7313 -12.2418 14.2314
C 13.7440 -11.9618 13.1359
O 14.2085 -12.9927 12.2985
H 12.3238 -13.2461 14.0523
H 11.8501 -11.6121 14.3550
H 13.1711 -12.2837 15.2313
H 14.6159 -11.4682 13.5799
H 13.3545 -11.1909 12.4680
H 14.9162 -13.4792 12.7343
C 11.4151 -12.0318 9.9546
C 10.8309 -12.9061 11.0871
O 9.6508 -13.5824 10.5948
H 10.5081 -11.6492 9.4696
H 12.0359 -12.6074 9.2725
H 11.8754 -11.0741 10.2200
H 10.5972 -12.2907 11.9568
H 11.5833 -13.6684 11.3181
H 9.9475 -14.4546 10.3207
*
```

=====

A 12-piece molecular cluster, C38H107N7O12 overall at a distorted geometry, computed with ωB97M-V with the def2-TZVPD basis set.

* expectation value of S²: 0.76
* HOMO energy (spin up / spin down): -0.399 / -0.399 Eh
* LUMO (spin up / spin down): -0.0701 / -0.3071 Ha
* HOMO-LUMO gap (spin up / spin down): 8.939 / 2.490 eV
* maximum force: 0.099 hartree/bohr
* energy above the lowest of the compared OMol25 structures with the same formula, charge and spin: 319.6 kJ/mol

```
! RIJCOSX wB97M-V def2-TZVPD def2/J DEFGRID3
* xyz 1 2
C -0.7937 1.7531 5.2821
C 0.5015 1.2124 4.6050
O 1.3839 2.2625 4.4252
H -1.6886 1.1524 5.1199
H -1.0502 2.7779 5.0137
H -0.4862 1.8258 6.3253
H 0.1739 0.6636 3.7220
H 0.9548 0.5692 5.3592
H 2.0869 1.9891 3.8314
C -4.3135 3.3739 -1.0459
C -3.8045 2.1982 -0.1704
O -4.1802 2.3863 1.1846
H -5.3970 3.4686 -1.1169
H -3.8955 3.2833 -2.0485
H -3.8410 4.3285 -0.8141
H -2.7325 2.0343 -0.2798
H -4.2936 1.2810 -0.4986
H -4.2438 3.3124 1.4294
C 2.1135 -4.4045 -1.5602
C 1.3929 -3.6192 -0.5354
O 0.0991 -3.4470 -1.2621
H 1.6812 -5.4045 -1.5262
H 3.1085 -4.6671 -1.2011
H 2.1323 -4.0307 -2.5839
H 2.0186 -2.7450 -0.3555
H 1.2361 -4.2482 0.3409
H 0.0699 -2.5955 -1.7046
C 2.9656 -0.4437 -4.9922
C 2.5748 1.0463 -5.0312
O 1.5509 1.3608 -4.1159
H 3.5849 -0.6325 -5.8690
H 2.0308 -0.9835 -5.1433
H 3.4310 -0.7460 -4.0540
H 2.3146 1.2290 -6.0738
H 3.4313 1.6899 -4.8308
H 0.7571 1.7489 -4.4912
C -0.4755 -0.4926 0.1502
C 0.1705 0.3516 -0.9615
O 0.5662 -0.5509 -1.9963
H 0.1770 -1.3019 0.4780
H -1.4229 -0.9809 -0.0783
H -0.6126 0.2208 0.9627
H 1.0912 0.8477 -0.6543
H -0.5686 1.0971 -1.2548
H 0.7478 -0.0030 -2.7633
C 6.9974 0.3632 -3.6724
C 7.1715 -0.0960 -2.2792
C 6.3321 -1.3863 -1.8196
O 4.8610 -1.3470 -2.0198
C 4.1080 -0.3439 -1.2984
N 8.6066 -0.3198 -2.0253
H 5.9315 0.4353 -3.8887
H 7.4077 -0.3200 -4.4160
H 7.4365 1.3520 -3.8045
H 6.8342 0.6979 -1.6127
H 6.6156 -1.6271 -0.7951
H 6.8195 -2.1738 -2.3944
H 3.0255 -0.3939 -1.4160
H 4.3114 0.6827 -1.6031
H 4.3646 -0.4849 -0.2485
H 9.2231 0.2560 -2.5807
H 8.4922 -1.1916 -2.5223
C -4.9564 -2.1002 0.7202
C -3.7778 -3.0779 0.3736
C -4.1039 -4.5858 0.7206
O -2.9074 -5.4646 0.6632
C -3.1517 -6.7392 0.1982
N -3.7621 -2.9339 -1.1075
H -5.8816 -2.4141 0.2369
H -4.8991 -1.0455 0.4512
H -4.9857 -2.0620 1.8091
H -2.9181 -2.8287 0.9958
H -4.8736 -4.9343 0.0321
H -4.6339 -4.6939 1.6669
H -3.5159 -6.6905 -0.8280
H -3.9425 -7.2841 0.7138
H -2.2366 -7.3312 0.2154
H -2.7789 -3.1334 -1.2247
H -3.8687 -1.9636 -1.3669
C -1.0621 5.5694 -1.6773
C -0.5162 4.2446 -2.2464
C -1.2607 3.7855 -3.4458
O -1.0925 2.4509 -3.8911
C -1.7525 2.2390 -5.1281
N 0.8832 4.5188 -2.3204
H -2.1299 5.7089 -1.5089
H -0.6641 6.3733 -2.2966
H -0.5519 5.5360 -0.7147
H -0.6099 3.4385 -1.5187
H -1.1765 4.4612 -4.2968
H -2.3169 3.9140 -3.2091
H -1.6845 1.1750 -5.3549
H -1.3590 2.6151 -6.0725
H -2.7871 2.5815 -5.1105
H 1.1969 3.7418 -2.8842
H 1.2953 4.2511 -1.4380
C -7.8796 -0.9053 -4.4265
C -6.9580 -0.4822 -3.2530
C -5.4272 -0.5929 -3.5854
O -4.5078 -0.3427 -2.5088
C -3.0585 -0.1568 -2.6890
N -7.3102 0.8943 -2.8078
H -8.8633 -0.9587 -3.9601
H -7.4995 -1.8723 -4.7560
H -7.8138 -0.2147 -5.2672
H -7.1782 -1.1609 -2.4290
H -5.2196 0.1856 -4.3195
H -5.2930 -1.5418 -4.1047
H -2.8798 0.6971 -3.3425
H -2.6708 -1.0918 -3.0933
H -2.6815 0.0118 -1.6803
H -6.9933 1.1186 -1.8754
H -8.3083 1.0346 -2.7429
C 3.1702 3.1345 -0.7279
C 2.9565 4.5018 -0.0233
C 1.9644 4.4438 1.2280
O 0.6862 3.8817 0.8268
C -0.4006 4.0634 1.7739
N 4.2303 5.0032 0.3685
H 2.2205 2.6043 -0.6575
H 3.9502 2.5638 -0.2237
H 3.4148 3.1447 -1.7900
H 2.6050 5.2394 -0.7449
H 1.7980 5.4848 1.5053
H 2.2414 3.7636 2.0334
H -0.2868 3.2787 2.5219
H -1.3629 3.9924 1.2668
H -0.5123 5.0264 2.2722
H 4.0756 5.9782 0.5819
H 4.8169 5.0684 -0.4511
C -1.7882 -3.6301 7.3667
C -1.1877 -2.2962 6.7697
C -1.3236 -2.1627 5.2516
O -0.6653 -3.1632 4.4403
C -0.7974 -2.9672 3.0868
N -1.7130 -1.1999 7.4396
H -1.3124 -4.5121 6.9379
H -2.8539 -3.8063 7.2207
H -1.6825 -3.6934 8.4497
H -0.1035 -2.3244 6.8785
H -0.8838 -1.2392 4.8753
H -2.3676 -2.1285 4.9401
H -1.8583 -3.0404 2.8478
H -0.2540 -3.6741 2.4598
H -0.3440 -2.0710 2.6633
H -2.1811 -1.4282 8.3050
H -2.4541 -0.7772 6.8990
C 4.0654 0.2401 4.6412
C 3.8431 -0.2259 3.2328
C 3.3070 -1.6599 3.0757
O 4.2040 -2.5892 3.6195
C 3.8836 -3.9647 3.3399
N 2.9615 0.7277 2.5913
H 4.8044 -0.3924 5.1332
H 3.1758 0.1427 5.2634
H 4.5189 1.2272 4.7306
H 4.7716 -0.3303 2.6715
H 2.9869 -1.8524 2.0517
H 2.4425 -1.7293 3.7359
H 2.8989 -4.1435 3.7718
H 4.5649 -4.5719 3.9358
H 3.7461 -4.0854 2.2653
H 3.5577 1.5415 2.5415
H 2.7107 0.3926 1.6721
*
```

=====

Q: Number 1 is which compound?
A: C38H107N7O12

=====

Q: What is the energy above the lowest of the compared OMol25 structures with the same formula, charge and spin in the first record?
A: 299.3 kJ/mol

=====

Q: Among the records above, which one has the lowest maximum force?
A: number 1

=====

Q: Look up the maximum force of the first one.
A: 0.052 hartree/bohr